Here is 22 unconnected molecules or ions with the total composition C72H198N10O38 at a distorted geometry from the Open Molecules 2025 dataset. Energies are from the ωB97M-V functional and the def2-TZVPD basis.

Each line ends with the Löwdin charge.
Geometry (Å):
C: 2.11033 5.02626 7.39606  -0.076
O: 1.49276 5.08205 6.07717  -0.210
C: 0.30156 5.83359 6.04852  -0.212
C: 0.02913 6.17148 4.52871  -0.181
N: -1.27576 6.73290 4.28775  -0.071
C: -1.45602 8.09082 4.85279  -0.171
C: -0.55083 9.20903 4.23787  -0.160
O: -0.70731 9.48937 2.80713  -0.218
C: -1.62709 10.47893 2.40288  -0.119
H: 3.08923 4.58260 7.21433  0.083
H: 1.54657 4.45795 8.13586  0.078
H: 2.23770 6.03176 7.79711  0.080
H: 0.20911 6.70002 6.70338  0.103
H: -0.41246 5.13900 6.49104  0.115
H: -0.00175 5.18418 4.06785  0.094
H: 0.78599 6.75484 4.00435  0.112
H: -1.38183 6.85349 3.29060  0.051
H: -1.33589 8.04358 5.93512  0.101
H: -2.49383 8.41115 4.76095  0.110
H: 0.49998 8.98478 4.42123  0.109
H: -0.76898 10.10898 4.81285  0.108
H: -2.68142 10.20331 2.42558  0.090
H: -1.16744 10.88281 1.50083  0.091
H: -1.57124 11.38954 2.99935  0.074
C: -0.37617 7.31029 0.80318  -0.093
O: -1.16618 6.32404 1.53785  -0.233
C: -2.23113 5.81617 0.68731  -0.143
C: -2.90105 4.73371 1.63879  -0.182
N: -3.67525 5.43028 2.67771  -0.020
C: -4.31120 4.48430 3.60244  -0.189
C: -5.51988 3.65616 3.02314  -0.225
O: -5.10288 2.71908 2.10205  -0.202
C: -4.45302 1.56053 2.65713  -0.073
H: -0.95447 8.05126 0.25124  0.088
H: 0.22020 6.93054 -0.02641  0.062
H: 0.43751 7.70855 1.40934  0.083
H: -1.75250 5.31172 -0.15207  0.108
H: -3.01294 6.52490 0.41425  0.127
H: -2.13260 4.02875 1.95599  0.110
H: -3.49719 4.14630 0.94046  0.080
H: -3.03025 6.01353 3.19142  0.061
H: -4.76746 5.04932 4.41526  0.106
H: -3.66206 3.88034 4.23644  0.103
H: -6.31801 4.28110 2.62245  0.121
H: -6.12373 3.14448 3.77258  0.109
H: -4.44349 0.67754 2.01811  0.063
H: -4.92452 1.20194 3.57212  0.088
H: -3.37495 1.70389 2.72992  0.067
C: 5.57184 -4.28165 -6.33487  -0.101
O: 4.23243 -4.55758 -5.89708  -0.198
C: 4.22263 -5.35250 -4.64902  -0.188
C: 2.87257 -5.94917 -4.42754  -0.165
N: 1.91413 -4.79817 -4.52122  -0.066
C: 0.62413 -5.35520 -4.67430  -0.209
C: -0.42185 -4.22529 -4.51856  -0.192
O: -0.41586 -3.67402 -3.23066  -0.187
C: -1.35418 -2.66910 -3.04857  -0.104
H: 6.17576 -5.18523 -6.41818  0.085
H: 6.10534 -3.62876 -5.64407  0.067
H: 5.51532 -3.75230 -7.28602  0.092
H: 4.58532 -4.75536 -3.81238  0.119
H: 4.92499 -6.18550 -4.67902  0.120
H: 2.81025 -6.40104 -3.43758  0.119
H: 2.64424 -6.69390 -5.18999  0.124
H: 2.03354 -4.41604 -5.44848  0.115
H: 0.39416 -6.07842 -3.89188  0.111
H: 0.55316 -5.87018 -5.63235  0.128
H: -1.41628 -4.57574 -4.79497  0.107
H: -0.22684 -3.38308 -5.18245  0.117
H: -2.34261 -2.98289 -3.38416  0.073
H: -1.08776 -1.73945 -3.55144  0.096
H: -1.63338 -2.45688 -2.01653  0.078
C: 1.91838 4.29033 0.26665  -0.079
O: 3.20437 4.03915 0.83850  -0.221
C: 3.33486 4.68399 2.12214  -0.161
C: 4.49437 3.90578 2.89211  -0.181
N: 5.76647 4.19971 2.34262  -0.055
C: 6.20242 5.59447 2.53680  -0.182
C: 6.26995 6.19745 3.96168  -0.212
O: 7.36686 5.61074 4.63948  -0.190
C: 7.50165 6.02608 5.99690  -0.105
H: 1.74748 5.36597 0.22330  0.068
H: 1.13925 3.73206 0.78569  0.087
H: 1.95589 4.02796 -0.79064  0.079
H: 2.45365 4.62232 2.76071  0.104
H: 3.48826 5.73498 1.87721  0.109
H: 4.30276 2.83287 2.90786  0.105
H: 4.44049 4.21742 3.93522  0.101
H: 5.80528 3.97420 1.35888  0.068
H: 5.64292 6.23637 1.85633  0.100
H: 7.18578 5.62525 2.06760  0.113
H: 5.32798 6.06647 4.49425  0.104
H: 6.44035 7.27390 3.94405  0.118
H: 6.58250 5.74140 6.50897  0.080
H: 7.63960 7.09733 6.14351  0.078
H: 8.41659 5.58937 6.39723  0.087
C: -4.03363 -3.01194 -5.94759  -0.093
O: -3.44945 -1.84874 -5.41729  -0.242
C: -2.66445 -1.15917 -6.34775  -0.200
C: -2.36169 0.29336 -5.94929  -0.207
N: -3.51625 1.14414 -5.93288  -0.063
C: -3.27195 2.45629 -5.41229  -0.157
C: -2.19925 3.27349 -6.26255  -0.160
O: -0.79941 3.15492 -5.90769  -0.194
C: -0.00292 4.02564 -6.66485  -0.138
H: -3.26568 -3.72117 -6.25638  0.084
H: -4.65540 -2.86920 -6.83140  0.091
H: -4.72510 -3.44941 -5.22746  0.087
H: -3.15432 -1.16504 -7.32145  0.125
H: -1.72078 -1.68477 -6.49384  0.115
H: -1.51186 0.64757 -6.53275  0.118
H: -1.88240 0.32700 -4.97089  0.106
H: -4.19664 0.63478 -5.38725  0.086
H: -2.81802 2.34142 -4.42798  0.088
H: -4.20526 3.01773 -5.36978  0.108
H: -2.51367 4.30443 -6.10002  0.101
H: -2.30878 3.20410 -7.34482  0.120
H: 0.15475 3.66189 -7.68020  0.082
H: 1.02407 3.98030 -6.30244  0.082
H: -0.22351 5.08398 -6.80390  0.089
C: 1.81915 0.32140 10.22441  -0.145
O: 1.56496 -0.83938 9.52647  -0.182
C: 0.29439 -0.75864 8.77868  -0.151
C: 0.09918 -1.98395 7.87449  -0.196
N: 1.35645 -2.21349 7.17062  -0.067
C: 1.80061 -3.59866 6.84440  -0.172
C: 2.81618 -3.61355 5.74096  -0.254
O: 3.97220 -2.87048 6.09803  -0.173
C: 4.96264 -2.90650 5.05127  -0.066
H: 2.08944 1.20678 9.64897  0.086
H: 2.60537 0.07587 10.93833  0.094
H: 0.96530 0.66812 10.80649  0.083
H: 0.25719 0.06801 8.06919  0.104
H: -0.54608 -0.55853 9.44326  0.125
H: -0.80777 -1.84723 7.28554  0.111
H: -0.16279 -2.87942 8.43807  0.113
H: 2.02409 -1.82713 7.82261  0.103
H: 0.95735 -4.26093 6.64842  0.121
H: 2.33282 -3.99989 7.70688  0.123
H: 2.25260 -3.25592 4.87922  0.101
H: 3.09588 -4.65575 5.58706  0.122
H: 5.76237 -2.41012 5.60094  0.091
H: 4.71676 -2.23782 4.22635  0.072
H: 5.27915 -3.91378 4.78049  0.083
C: 1.38991 1.40516 -2.71984  -0.115
O: 1.81633 2.01593 -3.88970  -0.186
C: 1.77025 1.10785 -5.01455  -0.176
C: 2.51013 -0.25084 -4.87093  -0.156
N: 3.94764 0.18285 -4.77886  -0.029
C: 4.79167 -0.96596 -4.74188  -0.228
C: 6.28982 -0.61609 -4.81955  -0.237
O: 6.70754 0.02609 -5.99256  -0.191
C: 8.13610 0.17312 -6.18921  -0.082
H: 2.04506 0.60093 -2.38501  0.074
H: 0.35692 1.05727 -2.71698  0.083
H: 1.33401 2.15408 -1.92985  0.087
H: 1.95042 1.49910 -6.01583  0.123
H: 0.70644 0.88559 -5.09828  0.094
H: 2.36416 -0.94893 -5.69522  0.112
H: 2.17578 -0.81817 -4.00234  0.100
H: 4.23494 0.71238 -5.58951  0.117
H: 4.68235 -1.54848 -5.65666  0.102
H: 4.67610 -1.66283 -3.91175  0.112
H: 6.89940 -1.51853 -4.77340  0.103
H: 6.52306 0.01249 -3.96014  0.116
H: 8.22270 0.26214 -7.27211  0.082
H: 8.76800 -0.66600 -5.89820  0.081
H: 8.55325 1.09143 -5.77594  0.082
C: -8.71620 -4.12824 -2.38945  -0.093
O: -7.47684 -4.80134 -2.15459  -0.178
C: -6.46390 -3.87462 -1.87466  -0.258
C: -5.15353 -4.51449 -1.56415  -0.202
N: -4.72783 -5.42395 -2.65048  -0.040
C: -3.38748 -5.95416 -2.42568  -0.172
C: -3.20141 -7.20485 -3.37976  -0.189
O: -4.34579 -8.05966 -3.27765  -0.184
C: -4.30763 -9.16991 -4.16586  -0.123
H: -9.13866 -3.82680 -1.43093  0.086
H: -9.38489 -4.79074 -2.93903  0.087
H: -8.56866 -3.22274 -2.97799  0.081
H: -6.76979 -3.34573 -0.97199  0.127
H: -6.25752 -3.20030 -2.70580  0.112
H: -5.13756 -5.08788 -0.63729  0.104
H: -4.46047 -3.69759 -1.36304  0.114
H: -5.40028 -6.17538 -2.70768  0.099
H: -3.37073 -6.42320 -1.44190  0.102
H: -2.61358 -5.20566 -2.59574  0.102
H: -2.29191 -7.72670 -3.08212  0.114
H: -3.15085 -6.85946 -4.41235  0.111
H: -3.32468 -9.58486 -4.38881  0.072
H: -4.54723 -9.06219 -5.22373  0.083
H: -4.75058 -10.05167 -3.70282  0.088
C: -5.35767 6.42332 -6.08843  -0.062
O: -5.58962 5.37059 -5.11811  -0.221
C: -6.80977 5.37553 -4.41334  -0.257
C: -6.71349 4.29337 -3.38335  -0.221
N: -5.75676 4.80022 -2.39603  -0.039
C: -5.41678 3.85079 -1.34912  -0.168
C: -4.18948 2.92788 -1.64429  -0.177
O: -3.01315 3.61430 -2.06335  -0.227
C: -1.78452 2.94795 -2.12533  -0.114
H: -5.38950 7.38569 -5.57762  0.083
H: -6.25035 6.50406 -6.70867  0.078
H: -4.45223 6.21446 -6.65821  0.083
H: -7.60602 5.11149 -5.10930  0.119
H: -7.06829 6.31352 -3.92197  0.126
H: -6.33557 3.42491 -3.92285  0.111
H: -7.72418 4.09034 -3.02927  0.124
H: -4.95690 4.88223 -3.00726  0.088
H: -6.26206 3.18246 -1.18501  0.119
H: -5.21889 4.41487 -0.43766  0.098
H: -4.42561 2.20028 -2.42078  0.105
H: -3.88060 2.44528 -0.71705  0.106
H: -1.01341 3.52396 -2.63691  0.101
H: -1.89376 1.93591 -2.51513  0.071
H: -1.54413 2.87874 -1.06442  0.075
C: -2.61599 -5.01142 0.97609  -0.099
O: -1.66690 -5.79540 0.27272  -0.182
C: -0.46269 -5.10095 0.10097  -0.197
C: 0.60395 -5.96088 -0.68163  -0.201
N: 0.86520 -7.19929 -0.05710  -0.055
C: 2.08074 -7.86328 -0.47839  -0.186
C: 2.16262 -9.26426 0.18664  -0.221
O: 1.16748 -10.11255 -0.35444  -0.181
C: 1.16074 -11.41491 0.18147  -0.117
H: -3.61194 -5.41621 0.79626  0.069
H: -2.73137 -4.05259 0.47070  0.080
H: -2.37854 -4.98901 2.03968  0.085
H: -0.03902 -4.80306 1.06006  0.092
H: -0.54419 -4.17660 -0.47091  0.097
H: 1.46772 -5.30616 -0.79718  0.088
H: 0.16599 -6.16284 -1.65912  0.104
H: 0.05279 -7.76333 -0.26193  0.116
H: 2.98906 -7.28146 -0.32171  0.106
H: 2.03424 -8.03158 -1.55431  0.106
H: 2.10527 -9.14247 1.26830  0.118
H: 3.17223 -9.65458 0.05847  0.115
H: 2.14874 -11.87451 0.15468  0.084
H: 0.42963 -12.12478 -0.20539  0.086
H: 0.87556 -11.35337 1.23170  0.082
C: 3.74536 -4.44023 0.80336  -0.208
C: 4.57270 -5.35476 1.78477  -0.181
O: 5.98108 -5.00434 1.71812  -0.080
O: 4.11180 -4.70338 -0.54868  -0.091
H: 3.82564 -3.40038 1.12017  0.101
H: 2.70146 -4.74339 0.88379  0.098
H: 4.58268 -6.40840 1.50576  0.104
H: 4.22917 -5.32201 2.81871  0.096
H: 6.08620 -4.32100 1.05208  0.065
H: 3.45082 -4.35173 -1.14956  0.008
C: -0.70196 1.60901 5.54809  -0.220
C: -0.28119 1.97514 4.09655  -0.185
O: 0.79682 1.16685 3.58831  -0.083
O: -1.56264 0.49004 5.51985  -0.092
H: -1.28636 2.37254 6.06152  0.115
H: 0.15931 1.31401 6.14749  0.110
H: 0.07408 3.00531 4.07144  0.096
H: -1.12259 1.92822 3.40522  0.093
H: 0.63045 0.29699 3.95880  0.033
H: -0.90327 -0.19220 5.37368  0.003
C: 4.78197 2.78042 -2.39262  -0.237
C: 5.84987 3.66653 -1.80104  -0.192
O: 6.45719 3.23724 -0.53494  -0.096
O: 4.04114 3.61209 -3.30847  -0.066
H: 4.10271 2.34644 -1.65888  0.104
H: 5.18812 1.85090 -2.79154  0.098
H: 5.31032 4.58843 -1.58402  0.116
H: 6.68708 3.74976 -2.49405  0.119
H: 7.24732 3.76310 -0.39082  0.074
H: 3.43600 3.00922 -3.74658  0.035
C: 3.30134 -0.09313 2.25993  -0.176
C: 3.22209 0.94988 1.08874  -0.184
O: 2.83145 0.23633 -0.08123  -0.098
O: 4.51845 -0.90114 2.16131  -0.082
H: 2.42488 -0.73832 2.32034  0.102
H: 3.28092 0.50484 3.17104  0.102
H: 4.12469 1.54730 0.96033  0.114
H: 2.44213 1.67558 1.31922  0.095
H: 3.57998 -0.28804 -0.37506  0.034
H: 4.48455 -1.41733 1.35261  0.029
C: -0.33923 -1.25582 0.23958  -0.203
C: -1.15411 0.04092 0.29854  -0.227
O: -0.35291 1.14509 0.61102  -0.059
O: 0.65129 -1.29701 -0.79176  -0.084
H: -1.06745 -2.03328 0.00855  0.086
H: 0.24036 -1.45548 1.14086  0.116
H: -2.01251 -0.06038 0.96260  0.109
H: -1.62329 0.17910 -0.67555  0.110
H: -0.04050 1.15667 1.51870  0.050
H: 1.25762 -0.57304 -0.61905  0.028
C: -5.48607 -2.00572 4.54262  -0.212
C: -4.20445 -2.27026 3.71315  -0.249
O: -4.55555 -2.84982 2.50417  -0.070
O: -6.24134 -3.20421 4.85100  -0.068
H: -6.07927 -1.33288 3.92334  0.110
H: -5.23511 -1.41539 5.42388  0.113
H: -3.46951 -2.94889 4.14610  0.113
H: -3.68208 -1.33598 3.50736  0.109
H: -5.07098 -3.64665 2.64910  0.087
H: -6.88917 -3.01801 5.53455  0.079
O: -5.73459 -0.30811 -0.73474  -0.058
H: -5.01870 -0.04464 -0.15654  0.005
H: -5.30371 -0.76370 -1.45793  -0.028
O: -0.09873 -3.75912 3.41293  -0.029
H: -0.45459 -4.33088 4.09315  0.064
H: 0.55342 -4.29718 2.96413  0.045
O: 4.54736 -1.65225 -1.08944  -0.028
H: 5.25203 -2.29848 -1.04419  0.059
H: 3.82960 -2.11008 -1.52699  0.011
O: -4.70841 -0.75251 -3.26854  -0.041
H: -5.37480 -0.26660 -3.75440  0.054
H: -4.36275 -1.38299 -3.90040  0.003
O: 0.22361 -1.42095 4.79067  -0.051
H: 0.20789 -2.22335 4.26900  0.000
H: 0.70264 -1.65994 5.58417  -0.001
O: 2.33991 -3.39369 -2.15132  -0.051
H: 1.54352 -2.86524 -2.09890  0.028
H: 2.21445 -3.94052 -2.92686  0.001

Computed properties:
charge = 0
2S+1 = 1
Kohn-Sham gap = 7.87 eV